Formula: CH2O2S2
Source: the Open Molecules 2025 dataset
Level of theory: ωB97M-V with the def2-TZVPD basis set

Each line ends with the natural charge from an NBO analysis.
Element x y z (Å)
C: 1.007 0.149 0.032  -0.768
O: -1.867 1.324 0.492  -0.684
O: 0.373 -2.386 0.093  -0.898
S: -2.942 0.931 -0.472  0.686
S: 1.371 -1.414 -0.298  1.184
H: 1.617 0.741 -0.660  0.223
H: 0.440 0.654 0.813  0.257

The calculation puts the LUMO energy (alpha / beta) at -1.800 / -1.784 eV. The strongest force on any atom comes out at 0.04830 Eh/bohr. For the energy relative to the best compared isomer or geometry (same formula, charge and spin), the calculation gives 68.9 kcal/mol. The calculation puts the total energy at -986.02347 hartree. The HOMO energy (alpha / beta) comes out at -9.54 / -9.55 eV. The value obtained for the gap between HOMO and LUMO (alpha / beta) is 7.740 / 7.770 eV.